ORCA calculation (ωB97M-V/def2-TZVPD) on C24H40BMnO23 as an isolated structure at a distorted geometry.

Element x y z (Å)
Mn  0.28  0.00  0.21
O  4.50  3.77  -5.31
C  3.65  2.86  -5.31
O  2.37  2.90  -4.95
B  1.82  1.55  -4.69
O  2.82  0.64  -5.36
C  3.91  1.36  -5.69
O  4.96  0.85  -6.01
O  0.47  1.41  -5.26
C  -0.38  0.99  -4.29
O  -1.54  0.92  -4.51
C  0.46  0.87  -2.90
O  1.74  1.15  -3.29
O  0.11  0.57  -1.76
C  -4.09  2.06  -0.46
C  -3.09  3.10  -0.81
O  -2.25  3.45  0.27
C  -1.53  2.55  0.97
O  -1.24  1.42  0.64
O  -0.87  3.21  1.95
C  -1.10  4.52  2.38
H  -4.61  1.87  -1.40
H  -4.90  2.41  0.18
H  -3.61  1.14  -0.15
H  -3.71  3.94  -1.11
H  -2.56  2.77  -1.70
H  -0.59  5.23  1.73
H  -0.58  4.64  3.33
H  -2.17  4.66  2.50
C  3.01  4.45  3.84
C  2.90  4.25  2.35
O  2.58  2.86  2.09
C  2.45  2.42  0.85
O  1.88  1.38  0.51
O  3.18  3.17  0.00
C  3.38  2.85  -1.35
H  2.15  4.26  4.49
H  3.20  5.50  4.04
H  3.70  3.71  4.25
H  3.85  4.50  1.87
H  2.25  4.96  1.84
H  3.64  1.82  -1.61
H  3.91  3.62  -1.90
H  2.38  2.77  -1.79
C  -5.53  -2.20  1.56
C  -4.81  -2.77  0.34
O  -3.66  -1.92  0.25
C  -2.71  -1.84  -0.64
O  -1.58  -1.28  -0.46
O  -3.09  -2.43  -1.85
C  -2.40  -2.20  -3.05
H  -6.39  -2.75  1.95
H  -5.73  -1.13  1.59
H  -4.95  -2.20  2.49
H  -5.29  -2.80  -0.64
H  -4.56  -3.82  0.51
H  -2.88  -2.51  -3.98
H  -1.67  -2.99  -3.21
H  -1.96  -1.21  -2.98
C  -0.26  -4.95  4.47
C  -0.18  -3.41  4.62
O  0.05  -2.67  3.43
C  -0.59  -1.56  3.01
O  -0.29  -0.97  1.98
O  -1.64  -1.30  3.83
C  -2.48  -0.17  3.59
H  0.62  -5.37  3.97
H  -1.21  -5.36  4.12
H  -0.10  -5.37  5.46
H  0.69  -3.15  5.23
H  -1.13  -3.10  5.06
H  -1.73  0.62  3.65
H  -2.99  0.03  4.53
H  -3.09  -0.36  2.71
C  4.25  -2.52  -3.36
C  3.35  -3.26  -2.37
O  2.66  -2.23  -1.60
C  2.00  -2.54  -0.51
O  1.56  -1.65  0.15
O  1.66  -3.86  -0.40
C  0.87  -4.27  0.65
H  4.96  -1.86  -2.86
H  3.64  -1.97  -4.08
H  5.01  -3.16  -3.83
H  4.14  -3.75  -1.81
H  2.62  -3.87  -2.91
H  -0.02  -3.65  0.75
H  1.40  -4.26  1.60
H  0.73  -5.30  0.34

Multiplicity ... 7
HOMO level (alpha / beta) ... -3.39 / -7.37 eV
Charge ... 0
ΔE to the lowest compared entry with this formula, charge and spin ... 0.0 kcal per mole
Frontier orbital gap (alpha / beta) ... 3.089 / 7.068 eV
Largest force on an atom ... 0.14736 Eh/bohr
LUMO level (alpha / beta) ... -0.30 / -0.30 eV